Entry 1:
Computed, not measured: a molecular structure, C77H190As3F18N10O8, with ωB97M-V/def2-TZVPD.

Geometry (Å):
C1 -5.153 -5.192 -1.477
C2 -5.095 -4.380 -0.126
N1 -6.463 -4.146 0.624
C3 -6.206 -3.212 1.852
C4 -7.503 -3.521 -0.332
C5 -6.985 -2.274 -1.049
C6 -6.971 -5.520 1.298
C7 -8.455 -5.545 1.713
O1 -8.836 -4.355 2.458
C8 -10.249 -4.145 2.628
H1 -4.222 -5.614 -1.855
H2 -5.439 -4.531 -2.295
H3 -5.868 -5.984 -1.257
H4 -4.686 -3.392 -0.337
H5 -4.563 -4.840 0.707
H6 -5.738 -3.834 2.615
H7 -7.113 -2.736 2.225
H8 -5.482 -2.420 1.662
H9 -8.403 -3.269 0.229
H10 -7.747 -4.334 -1.015
H11 -6.205 -2.525 -1.768
H12 -6.583 -1.620 -0.276
H13 -7.879 -1.846 -1.503
H14 -6.372 -5.717 2.186
H15 -6.707 -6.347 0.639
H16 -8.724 -6.470 2.221
H17 -9.025 -5.529 0.784
H18 -10.376 -3.170 3.099
H19 -10.715 -4.870 3.295
H20 -10.820 -4.110 1.700
C9 1.407 -9.102 3.584
C10 1.028 -8.475 2.165
N2 1.931 -7.238 1.707
C11 1.301 -6.664 0.386
C12 1.726 -6.103 2.787
C13 2.468 -4.784 2.475
C14 3.479 -7.578 1.626
C15 3.724 -8.941 0.800
O2 2.909 -9.001 -0.351
C16 3.360 -10.168 -1.207
H21 2.460 -9.371 3.496
H22 0.859 -10.036 3.704
H23 1.223 -8.546 4.503
H24 0.042 -8.016 2.233
H25 1.138 -9.255 1.412
H26 2.150 -6.170 -0.087
H27 0.438 -6.037 0.613
H28 1.055 -7.544 -0.209
H29 2.055 -6.538 3.730
H30 0.688 -5.844 2.993
H31 3.544 -4.930 2.381
H32 2.438 -4.117 3.338
H33 2.032 -4.138 1.713
H34 3.903 -7.659 2.627
H35 3.936 -6.731 1.114
H36 3.467 -9.777 1.449
H37 4.781 -8.902 0.535
H38 2.771 -10.021 -2.113
H39 3.405 -11.185 -0.818
H40 4.399 -10.088 -1.527
C17 2.561 4.083 -2.513
C18 3.501 4.174 -3.757
N3 2.817 4.590 -5.049
C19 2.152 6.040 -4.879
C20 3.929 4.815 -6.153
C21 4.876 6.014 -6.137
C22 1.705 3.635 -5.513
C23 2.067 2.147 -5.485
O3 3.216 1.816 -6.229
C24 3.632 0.471 -6.184
H41 2.429 5.051 -2.029
H42 2.932 3.442 -1.713
H43 1.668 3.515 -2.774
H44 3.893 3.165 -3.884
H45 4.362 4.820 -3.584
H46 2.941 6.707 -4.532
H47 1.274 5.979 -4.236
H48 1.852 6.415 -5.858
H49 3.454 4.739 -7.131
H50 4.496 3.886 -6.097
H51 5.380 6.161 -5.182
H52 4.439 6.975 -6.412
H53 5.659 5.738 -6.843
H54 1.447 3.998 -6.508
H55 0.818 3.723 -4.887
H56 1.240 1.623 -5.965
H57 2.155 1.779 -4.463
H58 3.776 0.177 -5.145
H59 4.504 0.394 -6.834
H60 2.755 -0.106 -6.478
C25 5.484 -0.429 2.466
C26 6.382 -0.852 1.264
N4 6.935 0.290 0.377
C27 7.391 1.519 1.239
C28 8.058 -0.349 -0.555
C29 7.562 -1.349 -1.513
C30 5.797 0.858 -0.528
C31 6.157 1.716 -1.794
O4 6.006 1.040 -3.055
C32 6.345 1.765 -4.229
H61 5.931 0.358 3.075
H62 5.311 -1.317 3.073
H63 4.552 0.014 2.115
H64 5.890 -1.684 0.760
H65 7.307 -1.303 1.622
H66 7.793 2.296 0.587
H67 8.219 1.315 1.918
H68 6.544 1.991 1.737
H69 8.823 -0.708 0.133
H70 8.408 0.531 -1.096
H71 7.093 -2.213 -1.042
H72 8.430 -1.740 -2.044
H73 6.882 -0.983 -2.283
H74 5.042 1.267 0.144
H75 5.305 -0.019 -0.949
H76 7.124 2.219 -1.784
H77 5.374 2.474 -1.789
H78 6.370 1.153 -5.131
H79 7.348 2.183 -4.149
H80 5.814 2.671 -4.522
C33 -3.801 0.218 -0.293
C34 -2.653 -0.715 0.082
N5 -1.207 -0.129 0.272
C35 -1.271 1.220 1.115
C36 -0.406 -1.250 0.913
C37 -0.412 -2.641 0.290
C38 -0.698 0.155 -1.209
C39 0.631 0.969 -1.309
O5 1.632 0.238 -0.628
C40 2.510 -0.611 -1.435
H81 -4.623 -0.359 -0.715
H82 -3.513 1.056 -0.928
H83 -4.171 0.735 0.593
H84 -2.553 -1.402 -0.759
H85 -2.966 -1.193 1.011
H86 -0.268 1.602 1.304
H87 -1.776 0.916 2.032
H88 -1.855 1.905 0.499
H89 -0.667 -1.240 1.971
H90 0.608 -0.853 0.954
H91 0.038 -2.661 -0.702
H92 -1.401 -3.071 0.132
H93 -0.131 -3.455 0.960
H94 -1.489 0.724 -1.697
H95 -0.714 -0.724 -1.854
H96 0.622 1.970 -0.878
H97 0.917 1.065 -2.356
H98 2.999 -1.185 -0.648
H99 3.332 -0.238 -2.046
H100 1.927 -1.345 -1.992
C41 -1.403 6.884 -1.249
N6 -1.068 6.478 0.202
C42 -2.238 5.627 0.727
C43 0.160 5.526 0.229
C44 -0.961 7.728 1.089
C45 -0.762 7.641 2.611
O6 -1.868 7.105 3.318
H101 -0.439 7.355 -1.442
H102 -2.216 7.608 -1.301
H103 -1.585 6.032 -1.905
H104 -1.955 5.141 1.661
H105 -2.377 4.901 -0.075
H106 -3.165 6.201 0.722
H107 -0.157 4.641 -0.323
H108 0.305 5.341 1.293
H109 1.070 5.996 -0.145
H110 -1.779 8.397 0.819
H111 -0.084 8.194 0.641
H112 -0.784 8.694 2.894
H113 0.193 7.195 2.889
H114 -1.723 6.221 3.661
C46 -5.030 0.428 5.965
N7 -4.114 -0.768 5.698
C47 -4.978 -1.740 4.835
C48 -2.976 -0.299 4.734
C49 -3.625 -1.507 7.005
C50 -2.995 -2.923 6.862
O7 -1.839 -2.837 5.993
H115 -5.911 -0.056 6.387
H116 -5.374 0.864 5.028
H117 -4.512 1.230 6.491
H118 -5.881 -1.977 5.399
H119 -4.385 -2.626 4.608
H120 -5.356 -1.243 3.942
H121 -2.398 -1.160 4.399
H122 -2.390 0.393 5.339
H123 -3.493 0.186 3.906
H124 -4.530 -1.610 7.603
H125 -2.854 -0.873 7.444
H126 -3.678 -3.679 6.476
H127 -2.629 -3.376 7.783
H128 -1.575 -3.718 5.720
C51 2.540 1.250 5.825
N8 1.723 -0.081 5.716
C52 1.200 -0.322 4.215
C53 2.698 -1.318 5.931
C54 0.483 -0.093 6.667
C55 0.713 0.534 8.050
O8 1.831 0.158 8.834
H129 1.767 2.005 5.679
H130 3.270 1.258 5.015
H131 3.098 1.343 6.757
H132 0.917 -1.374 4.178
H133 1.970 -0.078 3.483
H134 0.315 0.202 3.853
H135 3.081 -1.074 6.922
H136 3.551 -1.366 5.255
H137 2.083 -2.216 5.981
H138 0.070 -1.100 6.720
H139 -0.245 0.516 6.130
H140 -0.227 0.418 8.589
H141 0.620 1.616 7.955
H142 1.911 0.796 9.547
C56 2.861 3.149 2.650
C57 3.345 4.558 2.638
C58 4.182 4.822 1.380
C59 4.780 6.171 1.064
N9 6.004 6.248 0.112
C60 6.447 7.746 -0.091
C61 6.885 7.778 -1.591
C62 5.782 6.989 -2.270
C63 5.597 5.763 -1.299
C64 7.249 5.335 0.540
C65 7.418 5.369 2.054
C66 8.645 4.601 2.579
H143 2.237 2.944 3.520
H144 3.642 2.390 2.630
H145 2.292 2.994 1.733
H146 3.773 4.837 3.601
H147 2.494 5.238 2.616
H148 3.629 4.539 0.484
H149 4.984 4.096 1.517
H150 5.069 6.572 2.035
H151 4.205 6.908 0.503
H152 7.251 7.967 0.611
H153 5.606 8.337 0.270
H154 7.871 7.355 -1.781
H155 7.099 8.733 -2.071
H156 6.060 6.684 -3.278
H157 4.949 7.687 -2.362
H158 6.271 4.978 -1.643
H159 4.589 5.368 -1.421
H160 8.096 5.695 -0.044
H161 6.937 4.345 0.208
H162 6.543 5.013 2.598
H163 7.450 6.383 2.451
H164 9.606 4.817 2.112
H165 8.415 3.536 2.604
H166 8.954 5.005 3.543
C67 -2.926 -2.799 -3.400
C68 -3.558 -3.717 -4.434
C69 -4.982 -3.262 -4.813
C70 -5.146 -2.108 -5.781
N10 -6.640 -1.787 -6.290
C71 -6.468 -0.607 -7.317
C72 -6.972 0.645 -6.641
C73 -7.051 0.337 -5.112
C74 -7.495 -1.160 -5.140
C75 -7.376 -3.069 -6.849
C76 -6.724 -3.683 -8.102
C77 -7.662 -4.626 -8.752
H167 -2.818 -1.790 -3.797
H168 -1.879 -3.025 -3.199
H169 -3.458 -2.766 -2.450
H170 -3.565 -4.719 -4.006
H171 -2.992 -3.814 -5.361
H172 -5.450 -3.012 -3.861
H173 -5.550 -4.147 -5.098
H174 -4.643 -2.246 -6.738
H175 -4.810 -1.119 -5.472
H176 -7.073 -0.741 -8.213
H177 -5.462 -0.525 -7.729
H178 -7.960 0.905 -7.020
H179 -6.297 1.475 -6.851
H180 -7.826 0.914 -4.607
H181 -6.223 0.558 -4.439
H182 -8.549 -1.157 -5.421
H183 -7.434 -1.712 -4.203
H184 -8.347 -2.718 -7.198
H185 -7.617 -3.798 -6.076
H186 -5.750 -4.124 -7.887
H187 -6.507 -2.858 -8.780
H188 -8.602 -4.229 -9.134
H189 -7.904 -5.398 -8.021
H190 -7.091 -5.066 -9.570
As1 -2.770 -6.042 3.265
F1 -1.603 -5.566 1.992
F2 -1.763 -5.230 4.527
F3 -3.953 -6.464 4.534
F4 -3.924 -6.801 2.072
F5 -1.948 -7.630 3.479
F6 -3.489 -4.504 2.854
As2 -1.653 3.646 5.110
F7 -2.450 2.699 6.388
F8 -3.067 3.612 4.009
F9 -0.829 4.651 3.887
F10 -0.228 3.818 6.198
F11 -1.078 2.084 4.397
F12 -2.246 5.199 5.818
As3 -2.191 3.407 -3.717
F13 -3.561 2.238 -3.722
F14 -2.325 3.590 -1.923
F15 -0.827 4.614 -3.628
F16 -1.919 3.201 -5.502
F17 -3.331 4.817 -4.140
F18 -1.053 1.994 -3.549

Output
HOMO: -20.2 eV
spin multiplicity: 1
net charge: +7

=====

Entry 2:
Computed, not measured: a molecular structure, C16H32BeFO13, with ωB97M-V/def2-TZVPD.

Geometry (Å):
Be1 -2.499 -0.092 -0.701
F1 -0.516 -1.150 0.304
C1 -1.151 3.667 -1.803
C2 0.202 3.434 -1.116
C3 0.234 1.889 -0.981
O1 -0.933 1.431 -1.606
C4 -1.439 2.360 -2.611
H1 -1.065 4.504 -2.498
H2 -1.961 3.863 -1.103
H3 0.166 3.831 -0.101
H4 1.005 3.915 -1.667
H5 0.276 1.598 0.067
H6 1.238 1.619 -1.318
H7 -2.501 2.355 -2.853
H8 -0.804 2.139 -3.468
C5 -0.689 0.784 2.995
O2 -1.268 2.092 2.969
C6 -2.054 2.394 1.974
O3 -2.184 1.761 0.920
O4 -2.732 3.483 2.287
C7 -3.872 3.899 1.537
H9 -1.360 -0.074 2.947
H10 -0.133 0.707 3.925
H11 -0.087 0.709 2.089
H12 -3.584 4.728 0.893
H13 -4.638 4.190 2.252
H14 -4.296 3.109 0.917
C8 6.354 1.494 -1.187
O5 5.601 0.329 -0.814
C9 4.483 0.504 -0.082
O6 4.145 1.492 0.505
O7 3.681 -0.572 -0.320
C10 2.390 -0.641 0.188
H15 6.931 1.103 -2.026
H16 7.106 1.805 -0.465
H17 5.642 2.214 -1.586
H18 2.270 -1.583 0.723
H19 1.651 -0.618 -0.612
H20 2.226 0.195 0.872
C11 1.303 -3.731 -0.755
O8 2.605 -4.099 -1.196
C12 2.868 -4.101 -2.495
O9 2.059 -3.817 -3.340
O10 4.092 -4.568 -2.692
C13 4.400 -5.332 -3.861
H21 1.163 -3.971 0.298
H22 0.540 -4.259 -1.327
H23 1.070 -2.669 -0.803
H24 4.841 -4.670 -4.608
H25 3.497 -5.771 -4.281
H26 5.201 -6.031 -3.629
C14 -6.040 0.059 2.511
O11 -5.010 -0.720 3.132
C15 -4.064 -1.240 2.436
O12 -3.793 -0.939 1.268
O13 -3.446 -2.206 3.054
C16 -2.282 -2.812 2.499
H27 -6.520 0.434 3.413
H28 -6.725 -0.523 1.898
H29 -5.681 0.918 1.945
H30 -1.472 -2.085 2.548
H31 -2.481 -3.066 1.460
H32 -1.960 -3.672 3.079

Output
energy relative to the best compared isomer or geometry (same formula, charge and spin): 2.7094 eV
HOMO: -12.1 eV
spin multiplicity: 1
net charge: +1

=====

Entry 3:
Computed, not measured: a molecular structure, C6H10N2, with ωB97M-V/def2-TZVPD.

Geometry (Å):
N1 -0.097 0.625 -0.078
C1 0.405 -0.521 -0.434
N2 -0.420 0.848 1.198
C2 -1.799 -0.002 -1.088
C3 2.239 0.123 0.092
C4 0.557 -1.626 -1.126
C5 -2.928 0.224 -0.441
C6 2.608 0.636 1.245
H1 -0.820 1.763 1.345
H2 -0.870 0.096 1.711
H3 -1.759 -0.266 -2.141
H4 2.941 -0.195 -0.673
H5 -0.278 -2.082 -1.636
H6 1.525 -2.105 -1.162
H7 -2.948 0.550 0.598
H8 -3.906 0.170 -0.916
H9 1.901 1.060 1.953
H10 3.650 0.701 1.553

Output
energy relative to the best compared isomer or geometry (same formula, charge and spin): 8.6000 eV
HOMO: -7.4 eV
spin multiplicity: 1
net charge: 0

=====

| no. | LUMO level (eV) | total energy (Eh) | strongest force on any atom (eV/Å) |
| --- | --- | --- | --- |
| 1 | -11.75 | -12699.47311 | 3.71 |
| 2 | -7.33 | -1721.17838 | 5.65 |
| 3 | 0.89 | -343.82067 | 7.89 |